Here is the molecule C22H31N3O4S from OMol25. Energies are from the ωB97M-V functional and the def2-TZVPD basis.

Positions of all 61 atoms, in Å:
H  2.81432  4.03741  1.55657
H  -1.38953  0.34657  2.70395
C  2.92063  0.38323  0.33709
H  4.04050  3.32677  -0.47466
C  2.73915  4.00565  -2.62864
S  1.56393  -3.33760  1.05519
C  1.90597  -1.75616  0.27761
O  1.13193  -4.24190  0.03140
H  -4.87959  0.38271  -0.59333
H  -0.64098  -0.89588  0.68753
H  -1.93358  -1.16903  3.43155
C  -2.70989  0.88438  -2.16468
H  -3.23974  1.69040  -1.65495
H  0.94534  -0.47337  2.66705
H  3.28753  -1.16411  1.79437
H  1.51797  2.88759  1.20095
C  2.12440  2.65334  -2.34424
O  2.68788  -3.68580  1.87443
C  -2.05220  -0.01206  -1.12062
C  -1.01518  -2.86377  1.48718
H  0.65832  -2.19740  -1.37249
H  -1.78285  -3.34039  2.10700
C  2.22331  0.73321  -0.82630
H  2.36478  4.34732  -3.58984
O  1.35907  2.12161  -3.12049
H  4.83606  1.30856  0.50156
H  -1.01095  -3.34142  0.50679
H  3.74389  1.73184  1.82218
H  1.53955  -2.67954  3.61743
C  -2.79076  -1.23244  0.92322
H  -3.91107  -1.94068  -2.31797
H  -0.15392  -2.95214  4.08339
N  -3.04932  -0.58449  -0.23268
H  0.91925  0.07667  -2.39745
C  -4.41298  -0.59753  -0.73858
H  -5.43546  -1.09433  -2.56113
C  -4.40908  -0.97512  -2.21463
N  2.51396  2.05162  -1.17955
O  -3.68438  -1.70907  1.60367
H  -1.34269  0.58921  -0.54495
N  0.27580  -3.10712  2.07337
C  0.50324  -2.47406  3.34817
C  1.41323  -0.18370  -1.47718
C  3.24130  2.69566  -0.08015
H  -4.39396  0.77763  -3.49610
C  1.26687  -1.43990  -0.90469
H  3.82265  3.91970  -2.68225
C  2.76195  -0.86114  0.90272
H  0.30700  -0.56116  4.31558
H  1.76920  4.28399  0.15726
C  -1.34075  -1.36295  1.37934
H  -1.49625  -0.80898  -1.62975
H  -3.12992  -0.39112  -3.85545
C  -1.18998  -0.72624  2.76621
C  0.21510  -0.97187  3.30895
C  -3.67784  0.08998  -3.04446
H  -4.96509  -1.32844  -0.14448
H  -1.92805  1.33819  -2.77484
H  2.48222  4.73762  -1.86860
C  3.79562  1.52665  0.75399
C  2.27405  3.53344  0.75943

Its SMILES is CC(=O)N1c2ccc(S(=O)(=O)N3CCC[C@H](C(=O)N4CCCCC4)C3)cc2C[C@@H]1C. Its multiplicity is 1. The gap between HOMO and LUMO comes out at 0.33306 hartree. The HOMO energy comes out at -8.6775 eV.

What are the Löwdin partial charges on each atom? They are as follows, in elementary charge units: 0.085, 0.123, -0.140, 0.139, 0.014, 0.674, -0.263, -0.278, 0.130, 0.105, 0.123, -0.172, 0.115, 0.094, 0.128, 0.089, -0.462, -0.283, -0.159, -0.134, 0.116, 0.142, -0.127, 0.089, 0.069, 0.129, 0.126, 0.124, 0.112, -0.428, 0.116, 0.134, -0.033, 0.104, -0.145, 0.110, -0.166, 0.045, 0.058, 0.120, -0.226, -0.183, 0.017, -0.296, 0.107, -0.064, 0.089, -0.011, 0.116, 0.069, -0.203, 0.123, 0.107, -0.135, -0.158, -0.191, 0.120, 0.112, 0.073, -0.059, -0.027

=====

Here is a cluster of 2 separate species, C10H16 in total from OMol25. Energies are from the ωB97M-V functional and the def2-TZVPD basis.

Positions of all 26 atoms, in Å:
H  0.33923  2.35704  -3.68146
H  1.80571  -1.50643  -1.10102
H  -0.81598  3.19327  -2.32057
H  -1.36430  -2.59593  2.25373
H  3.05955  -1.07739  -0.06212
C  1.22030  0.39717  1.54732
H  1.90192  1.23087  1.36808
C  -0.17986  2.34031  -2.61177
C  1.04539  -0.65228  0.60324
H  2.23112  0.12269  -1.04866
C  0.21218  -1.72874  0.84796
H  -2.82661  1.00406  -1.88501
H  0.19856  1.21488  3.27664
C  -2.23904  0.65241  -2.77988
C  2.00264  -0.71387  -0.44539
C  -0.58111  -0.64919  2.84561
H  -0.11406  -2.51780  0.29448
H  -2.51035  -0.50551  -2.67531
H  -2.57516  1.18098  -3.67532
C  -0.61119  -1.74799  1.99451
H  -0.77586  0.75898  -1.47240
C  -0.79285  0.94256  -2.56580
C  0.29579  0.39642  2.56447
H  0.64579  2.21508  -1.93346
H  -1.22674  -0.58434  3.65971
H  -0.20632  0.08875  -2.99896

Its multiplicity is 2. Its expectation value of S² is 0.757. The gap between HOMO and LUMO (alpha / beta) comes out at 0.09263 / 0.27903 hartree. The net charge is -1. The HOMO energy (alpha / beta) comes out at 1.0338 / -4.1361 eV.

What are the Löwdin partial charges on each atom? They are as follows, in elementary charge units: 0.099, 0.035, 0.072, 0.098, 0.063, -0.155, 0.066, -0.123, -0.386, 0.041, -0.121, 0.070, 0.076, -0.180, -0.207, -0.199, 0.049, 0.108, 0.052, -0.171, 0.091, -0.388, -0.186, 0.040, 0.044, 0.112

=====

Here is a cluster of 2 separate species, C2H4N2S in total from OMol25. Energies are from the ωB97M-V functional and the def2-TZVPD basis.

Positions of all 9 atoms, in Å:
H  1.25963  0.95183  -2.25443
N  0.51653  -0.26312  1.11389
H  1.65464  0.30956  -2.37634
H  1.52795  -0.24461  0.78899
N  -2.70148  -0.96137  0.80369
H  0.31841  -1.06246  1.78453
C  -1.71610  -0.41301  0.62359
S  -0.41220  1.48308  -0.76378
C  -0.44739  0.20008  0.27986

Its SMILES is N#CC(N)=S.[H][H]. Its multiplicity is 1. The gap between HOMO and LUMO (alpha / beta) comes out at 0.31381 / 0.31383 hartree. The HOMO energy (alpha / beta) comes out at -9.3363 / -9.3366 eV.

What are the Löwdin partial charges on each atom? They are as follows, in elementary charge units: -0.071, 0.061, 0.026, 0.139, 0.176, 0.143, -0.273, 0.681, -0.882

=====

Here is a structure of composition C8H12S from OMol25. Energies are from the ωB97M-V functional and the def2-TZVPD basis.

Positions of all 21 atoms, in Å:
H  -2.72720  0.80528  1.92898
C  0.81668  -0.94330  -0.65307
H  0.45405  1.28193  -2.58488
H  0.17430  -2.38823  0.68963
C  1.34532  0.62654  -2.54709
C  0.66651  -0.55060  1.77586
H  1.92531  -2.04476  0.92768
H  -1.59083  2.25171  1.91357
C  -0.56179  0.26495  1.28245
H  0.58902  -1.00253  2.76557
C  -1.71904  1.42036  -0.10945
C  0.95164  -1.60226  0.70956
H  0.40086  -1.47137  -1.49170
C  -0.64231  0.36259  -0.04183
H  -2.60013  1.32747  -0.72363
S  2.13482  0.01503  -1.14135
C  -1.74715  1.23467  1.45703
H  1.48717  0.18129  1.77905
H  1.21964  -0.33161  -3.14361
H  -1.28385  2.40484  -0.50499
H  2.15804  1.08089  -3.07092

Its multiplicity is 1. The gap between HOMO and LUMO comes out at 0.32155 hartree. The HOMO energy comes out at -7.8028 eV.

What are the Löwdin partial charges on each atom? They are as follows, in elementary charge units: 0.128, -0.509, 0.064, 0.122, -0.460, -0.156, 0.111, 0.102, -0.195, 0.103, -0.160, -0.255, 0.066, -0.059, 0.082, 0.855, -0.130, 0.104, 0.058, 0.119, 0.010

=====

Here is a cluster of 2 separate species, C4H9N3 in total from OMol25. Energies are from the ωB97M-V functional and the def2-TZVPD basis.

Positions of all 16 atoms, in Å:
H  3.26285  1.37387  0.37014
H  -1.43402  0.37577  3.03609
H  1.19132  -2.36073  -0.94038
H  -3.44983  0.49223  -0.19233
H  2.61478  0.53768  1.84452
H  -2.18845  1.42379  -0.98752
N  1.66035  0.12997  0.13217
H  -0.04868  -1.37294  -1.96677
H  -1.90213  -0.40511  -0.78522
N  -1.59373  0.63735  2.05183
C  2.51573  0.75621  0.70820
C  -2.32191  0.52596  -0.36556
C  -1.87024  0.62357  0.90624
N  0.74749  -0.29129  -0.53756
C  0.94438  -1.36058  -1.31907
H  1.87208  -1.08573  -1.95478

Its multiplicity is 1. The gap between HOMO and LUMO comes out at 0.38705 hartree. The net charge is +2. The HOMO energy comes out at -20.2698 eV.

What are the Löwdin partial charges on each atom? They are as follows, in elementary charge units: 0.116, 0.186, 0.136, 0.182, 0.188, 0.149, 0.066, 0.147, 0.116, 0.380, 0.197, 0.015, -0.073, 0.078, -0.050, 0.168

=====

Here is the molecule C5H8O from OMol25. Energies are from the ωB97M-V functional and the def2-TZVPD basis.

Positions of all 14 atoms, in Å:
H  -1.25257  1.40798  0.35953
H  -2.17984  -1.47927  -0.36915
C  -1.54008  -0.79881  0.18426
C  -1.34000  0.59130  -0.35369
H  -1.58376  -0.92271  1.26382
H  2.75347  1.08337  0.65900
C  -0.22195  -0.40763  -0.41515
H  1.45641  -1.18967  0.70435
H  -1.83842  0.86268  -1.27898
O  2.09349  1.02289  -1.24188
H  0.01587  -0.80298  -1.39921
H  0.65458  0.15462  1.47532
C  2.01574  0.70361  -0.07963
C  0.96706  -0.22537  0.49141

Its SMILES is O=CCC1CC1. Its multiplicity is 1. The gap between HOMO and LUMO comes out at 0.39909 hartree. The HOMO energy comes out at -9.7683 eV.

What are the Löwdin partial charges on each atom? They are as follows, in elementary charge units: 0.104, 0.097, -0.126, -0.119, 0.099, 0.118, -0.318, 0.128, 0.100, 0.055, 0.140, 0.123, -0.257, -0.144

=====

Here is a cluster of 2 separate species, C4H12 in total from OMol25. Energies are from the ωB97M-V functional and the def2-TZVPD basis.

Positions of all 16 atoms, in Å:
C  -1.36442  0.22541  -3.03910
H  -0.10059  -1.32920  2.26844
H  0.48381  1.08183  1.61429
H  1.21457  -1.22075  3.48005
H  -0.09152  -0.99643  -1.80038
H  -0.70440  0.45770  -0.95128
H  0.56437  0.55973  -2.16970
C  0.45052  -0.67077  2.92945
H  -1.73004  1.24505  -3.14705
C  -0.36652  0.05527  -1.90569
C  1.17721  0.38861  2.08876
H  -0.83906  -0.06391  -3.95532
H  1.75987  -0.08110  1.28900
H  1.94329  0.95852  2.61527
H  -0.16217  -0.17988  3.67715
H  -2.23492  -0.43009  -2.99391

Its SMILES is CC.CC. Its multiplicity is 1. The gap between HOMO and LUMO comes out at 0.47442 hartree. The HOMO energy comes out at -11.7823 eV.

What are the Löwdin partial charges on each atom? They are as follows, in elementary charge units: -0.179, 0.058, 0.052, 0.060, 0.063, 0.053, 0.062, -0.161, 0.060, -0.180, -0.182, 0.063, 0.058, 0.058, 0.057, 0.059

=====

Here is the ion C5H12N with charge +1 from OMol25. Energies are from the ωB97M-V functional and the def2-TZVPD basis.

Positions of all 18 atoms, in Å:
N  -0.63059  -2.12453  -0.84488
H  -0.87018  -2.94275  -1.40541
C  1.56617  2.18511  1.71877
H  0.00194  0.00013  1.66537
H  0.94357  2.30858  2.61340
H  0.33662  -2.15055  -0.53079
H  -1.17443  -2.39432  0.00768
C  -1.02470  -0.74520  -1.43163
C  -0.82664  0.33834  -0.32252
H  0.95272  -0.61661  0.26376
H  2.55782  2.59723  1.81704
H  -1.77168  0.29431  0.27348
H  -0.79856  1.22693  -0.97074
C  1.22428  1.41718  0.69575
H  -2.09433  -0.81310  -1.64137
H  1.62709  1.75380  -0.28304
H  -0.39468  -0.55263  -2.29536
C  0.37559  0.21807  0.67050

Its SMILES is C=CCCC[NH3+]. Its multiplicity is 1. The gap between HOMO and LUMO comes out at 0.31401 hartree. The net charge is +1. The HOMO energy comes out at -12.3870 eV.

What are the Löwdin partial charges on each atom? They are as follows, in elementary charge units: 0.172, 0.168, 0.028, 0.121, 0.074, 0.141, 0.189, -0.102, -0.161, 0.093, 0.067, 0.126, 0.124, -0.217, 0.130, 0.120, 0.131, -0.203

=====

In the order shown, the computed energy relative to the best compared isomer or geometry (same formula, charge and spin) values come out to 0.3570 2.1609 1.6148 4.3185 4.1500 1.2668 0.1319 2.3143 eV.